Entry 1:
A cluster of 2 separate species, C4H3F2IN2 in total at a distorted geometry, computed with the ωB97M-V functional and the def2-TZVPD basis.

F_max: 3.42 eV/A
molecular weight: 243.98 g mol⁻¹
energy: -761.00750 Ha
net charge: 0
energy relative to the best compared isomer or geometry (same formula, charge and spin): 59.1 kcal per mole
gap between HOMO and LUMO (alpha / beta): 6.852 / 6.803 eV
HOMO energy (alpha / beta): -9.1570 / -9.1132 eV

Structure (XYZ):
```
12
Properties=species:S:1:pos:R:3:forces:R:3
C -1.0776 0.4985 -0.6228 -1.04 0.24 0.15
C -2.0316 -0.4713 -0.1868 2.96 1.69 0.34
C 0.1695 0.0029 -0.2109 0.12 1.40 -0.91
C 1.4622 0.5684 -0.4153 0.76 0.81 0.95
N -1.3616 -1.3998 0.4549 -0.77 -2.23 1.04
N -0.0829 -1.1891 0.4090 -0.44 0.79 -0.43
F 1.9802 1.4348 1.9116 -0.47 -0.75 -1.71
F 1.6660 1.6797 -1.0971 -1.27 -0.87 0.73
I 3.1890 -0.4486 -0.2015 0.24 -0.35 0.31
H -1.3566 1.4664 -1.0619 0.67 -0.63 0.10
H -3.0511 -0.3724 0.0362 -1.30 -0.06 -0.58
H 0.4945 -1.7694 0.9846 0.55 -0.03 0.03
```
Positions in Å, forces in eV/Å.



Entry 2:
A cluster of 3 separate species, CH7N5S in total at a distorted geometry, computed with the ωB97M-V functional and the def2-TZVPD basis.

F_max: 3.44 eV/A
molecular weight: 121.17 g mol⁻¹
energy: -713.45334 Ha
net charge: +2
energy relative to the best compared isomer or geometry (same formula, charge and spin): 17.8 kcal per mole
gap between HOMO and LUMO: 8.073 eV
HOMO energy: -14.9095 eV

Structure (XYZ):
```
14
Properties=species:S:1:pos:R:3:forces:R:3
C 1.7836 9.9855 6.7167 1.81 -0.44 -0.82
N 2.8083 9.7245 6.2675 -3.05 0.75 1.39
N -1.4139 -7.7219 -4.1218 -0.45 0.16 0.13
N -3.4785 -6.7805 -5.3053 -0.07 0.39 0.50
N 3.9299 9.4447 5.7872 2.25 -0.59 -1.01
N -3.6322 -5.8846 -4.4876 -0.79 0.08 -0.75
S -0.3341 -8.5253 -3.5342 1.13 -0.48 -0.76
H 0.8341 10.2442 7.1053 -0.60 0.16 0.26
H -4.1880 -6.8743 -6.0430 0.06 0.15 0.16
H -2.6458 -7.4333 -5.2246 0.10 0.25 0.12
H 4.0275 8.6370 5.1791 -0.17 0.16 0.16
H 4.7435 9.9816 6.0694 -0.23 -0.01 0.04
H -2.9010 -5.8416 -3.7624 0.37 -0.63 -0.25
H 0.4665 -8.9560 -4.6464 -0.35 0.05 0.82
```
Positions in Å, forces in eV/Å.



Entry 3:
A cluster of 2 separate species, C4H12 in total at a distorted geometry, computed with the ωB97M-V functional and the def2-TZVPD basis.

F_max: 1.95 eV/A
molecular weight: 60.14 g mol⁻¹
energy: -159.56703 Ha
net charge: 0
energy relative to the best compared isomer or geometry (same formula, charge and spin): 11.3 kcal per mole
SMILES string: CC.CC
gap between HOMO and LUMO: 12.647 eV
HOMO energy: -11.4991 eV

Structure (XYZ):
```
16
Properties=species:S:1:pos:R:3:forces:R:3
C -1.3695 0.3939 -1.0829 -1.33 -0.34 1.03
C -0.9536 0.3177 -2.5196 0.87 -1.18 -0.04
H -0.6073 0.0628 -0.3650 0.36 0.95 -0.45
H -1.8315 1.3574 -0.8332 0.32 -0.25 0.34
H -2.0788 -0.4052 -0.8343 -0.59 0.34 -0.40
H -0.7004 -0.7522 -2.6266 0.29 0.48 -0.67
H -0.0676 0.9296 -2.6559 0.20 -0.04 -0.34
H -1.6711 0.5656 -3.3044 -0.24 0.11 0.46
C 1.1424 -1.0156 1.4524 1.64 0.36 1.00
C 1.1433 0.3918 2.1198 -0.81 -0.41 -0.70
H 0.8828 -0.9340 0.4076 -0.10 -0.27 -0.15
H 2.1671 -1.4084 1.5217 -0.18 -0.02 -0.31
H 0.5659 -1.7706 1.9688 -0.61 0.09 -0.02
H 0.5632 1.0142 1.4304 0.00 0.36 0.52
H 2.1273 0.8368 2.2094 0.23 -0.11 -0.11
H 0.6880 0.4161 3.1118 -0.06 -0.08 -0.16
```
Positions in Å, forces in eV/Å.



Entry 4:
A structure of composition C26H33N5O3PRh, computed with the ωB97M-V functional and the def2-TZVPD basis.

F_max: 0.63 eV/A
molecular weight: 597.46 g mol⁻¹
energy: -1961.49718 Ha
net charge: +2
gap between HOMO and LUMO: 5.831 eV
HOMO energy: -12.9323 eV

Structure (XYZ):
```
69
Properties=species:S:1:pos:R:3:forces:R:3
Rh 0.4848 1.1119 0.3373 -0.04 0.30 -0.18
C 1.5301 -5.7765 0.5768 0.00 0.00 -0.01
C 1.1613 -4.3410 0.8129 0.02 0.02 0.00
C -0.0616 -4.0000 1.3975 0.01 0.01 -0.01
C -0.4065 -2.6844 1.5941 0.02 0.04 -0.05
C 0.4562 -1.6352 1.2430 0.08 -0.04 -0.04
N 0.0591 -0.3227 1.5056 -0.15 -0.16 0.02
C -0.6052 0.0178 2.6978 0.12 0.05 0.18
C -0.1504 -0.5195 3.9088 -0.04 0.11 -0.05
C -0.7673 -0.2029 5.1004 -0.02 0.00 0.02
C -1.8272 0.7051 5.1590 0.00 0.00 -0.06
C -2.4533 1.0939 6.4663 -0.01 0.01 0.02
C -2.2528 1.2692 3.9661 -0.01 -0.02 0.05
C -1.6698 0.9138 2.7562 -0.03 -0.12 -0.08
N -2.1915 1.4871 1.5602 0.12 0.05 -0.04
C -3.4682 1.7958 1.2961 0.00 0.04 0.03
C -3.5043 2.5073 0.1130 -0.03 -0.02 0.01
C -2.1827 2.5798 -0.2936 0.09 0.17 0.02
N -1.3764 1.9810 0.5912 -0.07 -0.34 0.04
C 1.6739 -1.9753 0.6461 -0.02 0.01 0.03
C 2.0071 -3.3117 0.4384 -0.05 -0.06 -0.07
N 2.6180 -0.9796 0.2297 0.01 0.04 0.25
C 3.8931 -1.1626 -0.1631 0.03 -0.01 0.07
C 4.4545 0.0689 -0.4236 0.02 0.02 0.03
C 3.4485 0.9827 -0.1515 0.03 0.05 0.22
N 2.3449 0.3451 0.2608 -0.11 -0.12 -0.61
H 1.2561 -6.3936 1.4314 0.01 0.00 0.00
H 2.5976 -5.8933 0.3991 0.00 0.00 0.00
H 0.9990 -6.1697 -0.2922 0.00 0.00 0.00
H -0.7510 -4.7815 1.6907 0.00 0.00 0.01
H -1.3575 -2.4316 2.0444 0.00 0.00 0.01
H 0.6889 -1.2023 3.8974 -0.01 -0.01 -0.02
H -0.4010 -0.6508 6.0155 -0.01 0.00 0.00
H -2.2450 0.3535 7.2359 0.00 0.00 0.00
H -3.5340 1.1951 6.3733 0.00 0.01 0.00
H -2.0597 2.0517 6.8111 0.00 0.00 0.00
H -3.0479 2.0049 3.9693 0.00 0.00 0.02
H -4.2556 1.5010 1.9690 0.00 -0.01 -0.01
H -4.3703 2.9142 -0.3778 0.00 0.01 0.01
H -1.7739 3.0490 -1.1734 0.00 -0.04 -0.01
H 2.9504 -3.5729 -0.0204 -0.01 0.00 -0.03
H 4.3411 -2.1384 -0.2008 0.00 0.00 0.03
H 5.4647 0.2701 -0.7327 0.00 0.00 0.00
H 3.4743 2.0608 -0.1757 -0.02 0.00 -0.07
C 0.0839 3.6091 -3.3323 0.01 0.02 0.02
C 0.7478 2.6026 -2.4315 0.05 -0.05 -0.01
O 0.2214 1.2739 -2.7158 -0.12 -0.03 0.03
P -0.1351 0.2296 -1.5889 0.10 -0.11 0.27
O -1.6450 -0.1044 -1.5336 0.06 0.12 -0.06
C -2.3947 -0.7009 -2.6637 -0.01 -0.06 -0.02
C -3.1084 0.3800 -3.4307 0.00 0.00 0.01
O 0.5610 -1.0961 -2.0139 -0.07 0.04 0.01
C 1.7283 -1.2257 -2.8934 0.03 0.01 -0.02
C 1.2767 -1.5588 -4.2905 -0.01 0.02 0.00
H 0.5244 4.5922 -3.1669 0.00 0.00 0.00
H -0.9883 3.6751 -3.1514 0.00 -0.02 -0.01
H 0.2439 3.3333 -4.3737 0.01 0.00 0.00
H 0.5683 2.8434 -1.3668 0.00 0.04 0.00
H 1.8230 2.5579 -2.5995 0.00 0.01 0.02
H -3.0787 -1.3970 -2.1870 0.00 0.02 0.02
H -1.6929 -1.2641 -3.2780 0.00 -0.01 0.01
H -3.7282 0.9792 -2.7647 -0.01 -0.01 0.00
H -3.7612 -0.0843 -4.1703 0.01 0.00 -0.01
H -2.4087 1.0287 -3.9578 0.00 0.01 0.01
H 2.3126 -2.0273 -2.4481 -0.01 0.00 -0.01
H 2.3047 -0.3007 -2.8544 0.00 0.01 0.02
H 0.7366 -2.5044 -4.3096 -0.01 0.00 0.00
H 2.1497 -1.6515 -4.9372 0.00 -0.02 0.01
H 0.6416 -0.7706 -4.6958 0.01 0.01 0.00
```
Positions in Å, forces in eV/Å.



Entry 5:
A cluster of 4 separate species, C5H10N4O2 in total at a distorted geometry, computed with the ωB97M-V functional and the def2-TZVPD basis.

F_max: 4.40 eV/A
molecular weight: 158.16 g mol⁻¹
energy: -565.23935 Ha
net charge: +2
energy relative to the best compared isomer or geometry (same formula, charge and spin): 146.1 kcal per mole
gap between HOMO and LUMO (alpha / beta): 6.841 / 6.839 eV
HOMO energy (alpha / beta): -17.8485 / -17.8485 eV

Structure (XYZ):
```
21
Properties=species:S:1:pos:R:3:forces:R:3
C 2.9361 4.3704 2.2635 0.97 0.01 0.00
C -0.3548 -1.8604 0.8912 -0.11 -2.25 0.70
C 0.0509 -4.1653 1.7200 -0.76 -0.82 2.29
C -0.0764 2.8769 -1.0454 0.56 -0.52 0.86
C 1.3533 1.3256 -2.2414 -0.21 3.80 -2.20
N 5.9266 -2.8707 -0.6797 0.18 -0.02 0.01
N 7.0000 -3.0617 -0.6568 -0.20 0.03 -0.01
N -0.2507 -2.9216 1.2613 0.18 3.02 -0.77
N 0.3946 1.6317 -1.2991 -0.28 -0.64 0.27
O 3.9079 4.7861 2.6817 1.28 0.87 0.90
O 2.0182 3.8889 1.7766 -2.29 -0.92 -0.98
H -0.6046 -1.0038 0.4170 -0.52 2.60 -1.05
H -0.2309 -4.7681 0.8690 0.09 -1.18 0.34
H 1.1257 -4.1082 1.9373 -0.27 -0.74 0.14
H -0.6203 -4.2187 2.6681 1.33 -0.89 -1.50
H -0.9764 2.6948 -1.7670 0.48 0.48 0.31
H -0.5520 2.7953 -0.0813 -0.73 0.43 0.45
H 0.5827 3.7416 -1.1274 -0.23 0.19 -0.93
H 2.3645 1.1498 -1.8863 0.28 -0.63 0.65
H 0.8941 0.5104 -2.7661 0.53 -1.03 -0.50
H 1.5508 2.2763 -2.9270 -0.28 -1.80 1.02
```
Positions in Å, forces in eV/Å.



Entry 6:
A structure of composition C22H28HgN5O3Se, computed with the ωB97M-V functional and the def2-TZVPD basis.

F_max: 0.87 eV/A
molecular weight: 690.05 g mol⁻¹
<S²>: 0.772
energy: -3909.52797 Ha
net charge: -2
energy relative to the best compared isomer or geometry (same formula, charge and spin): 5.1 kcal per mole
gap between HOMO and LUMO (alpha / beta): 5.070 / 6.279 eV
multiplicity: 2
HOMO energy (alpha / beta): -0.5495 / -1.7677 eV

Structure (XYZ):
```
60
Properties=species:S:1:pos:R:3:forces:R:3
Hg -0.2262 -0.7529 -0.0360 -0.08 0.01 0.17
N 0.0638 -1.7771 2.6758 -0.05 -0.23 -0.13
C -0.7757 -2.9745 2.7505 0.18 0.24 -0.09
C -1.3252 -3.5055 1.4259 -0.12 -0.03 -0.25
O -1.9427 -4.5920 1.5066 0.14 0.24 -0.03
N -1.1145 -2.7977 0.3249 0.02 -0.19 -0.13
C -1.6277 -3.3915 -0.9052 0.14 0.10 0.16
C -1.2692 -2.6691 -2.2191 0.24 0.54 -0.08
O -1.6707 -3.2212 -3.2540 0.15 0.19 0.22
O -0.6101 -1.5623 -2.1642 -0.37 -0.78 -0.11
H 0.9638 -1.9617 2.2462 -0.03 -0.05 -0.05
H 0.2388 -1.3923 3.5916 0.00 0.04 0.14
H -1.6452 -2.7534 3.3699 -0.08 0.07 0.06
H -0.2808 -3.8305 3.2090 0.10 -0.15 0.11
H -2.7181 -3.4624 -0.8826 -0.11 -0.01 0.02
H -1.2812 -4.4212 -1.0124 0.03 -0.08 0.03
Se 3.1554 0.3546 1.0432 -0.04 0.28 0.14
N 2.0856 -0.9617 0.3866 0.03 0.09 -0.14
C 2.9035 -1.9892 0.0646 0.19 -0.32 0.02
C 2.4683 -3.2192 -0.4786 0.15 0.11 0.00
C 3.3932 -4.2144 -0.7484 0.06 0.15 0.09
C 4.7610 -4.0211 -0.4810 -0.12 0.17 0.03
C 5.2200 -2.8300 0.0563 -0.20 -0.03 -0.04
C 4.3128 -1.7818 0.3481 -0.08 -0.25 -0.10
N 4.6790 -0.5982 0.8833 -0.16 -0.17 -0.10
H 1.4111 -3.3590 -0.6865 0.11 0.04 0.03
H 3.0547 -5.1532 -1.1729 0.01 0.04 0.02
H 5.4665 -4.8133 -0.7039 0.01 -0.02 0.00
H 6.2740 -2.6760 0.2604 -0.03 0.01 0.01
C -0.9870 6.0945 -0.9666 0.00 -0.01 -0.01
C -0.4007 4.7014 -0.9976 -0.02 -0.10 0.03
C 0.8361 4.4800 -1.5852 0.01 -0.11 0.00
C 1.3416 3.1731 -1.6004 -0.07 0.04 0.04
C 2.6743 2.8727 -2.2468 -0.12 -0.02 0.00
C 0.6184 2.1463 -1.0286 -0.22 0.09 0.02
C -0.6639 2.3049 -0.4083 -0.04 0.17 0.03
C -1.1303 3.6590 -0.4315 0.20 -0.28 -0.02
N -1.2628 1.2027 0.1271 0.32 0.21 -0.15
C -2.5990 1.0354 0.7310 -0.05 -0.08 0.02
C -3.5300 2.2495 0.8681 0.13 0.14 -0.09
C -3.3729 -0.0045 -0.0976 0.00 -0.04 -0.16
C -2.4020 0.4737 2.1455 0.02 0.01 0.11
H -0.2977 6.8189 -1.4066 -0.02 -0.02 0.01
H -1.2031 6.4119 0.0575 0.01 -0.01 -0.02
H -1.9265 6.1403 -1.5254 0.02 0.00 0.01
H 1.3962 5.2979 -2.0323 -0.03 -0.06 0.03
H 3.1004 3.7707 -2.6983 0.00 0.00 0.00
H 2.5681 2.1127 -3.0248 -0.01 0.03 0.02
H 3.3841 2.4806 -1.5180 0.03 -0.02 0.06
H 1.0449 1.1532 -1.0807 0.02 -0.12 -0.02
H -2.0697 3.9331 0.0043 -0.24 -0.04 0.12
H -3.7837 2.6869 -0.1003 0.05 0.01 0.05
H -3.1148 3.0194 1.5231 0.01 -0.02 -0.07
H -4.4573 1.8917 1.3257 0.04 0.05 -0.03
H -3.4386 0.3275 -1.1387 -0.02 -0.05 0.09
H -4.3858 -0.1462 0.2994 0.09 0.01 -0.02
H -2.8682 -0.9749 -0.0836 -0.09 0.11 -0.01
H -1.8470 1.1994 2.7536 -0.07 -0.11 -0.04
H -1.8190 -0.4510 2.1105 -0.11 0.16 0.08
H -3.3688 0.2671 2.6277 0.14 0.03 -0.09
```
Positions in Å, forces in eV/Å.



Entry 7:
An isolated molecule of C3H8N2O at a distorted geometry, computed with the ωB97M-V functional and the def2-TZVPD basis.

F_max: 3.00 eV/A
molecular weight: 88.11 g mol⁻¹
energy: -303.78722 Ha
net charge: 0
energy relative to the best compared isomer or geometry (same formula, charge and spin): 65.8 kcal per mole
SMILES string: CN(C)C(N)=O
gap between HOMO and LUMO: 9.717 eV
HOMO energy: -8.9876 eV

Structure (XYZ):
```
14
Properties=species:S:1:pos:R:3:forces:R:3
C -1.4630 -1.1796 0.3605 -0.38 0.64 -0.06
N -0.3660 -0.2461 0.0814 1.19 1.68 -0.61
C -0.3009 1.4977 -0.2419 -2.21 -1.80 0.61
C 0.8814 -0.7380 0.0108 0.60 0.27 0.20
N 1.7041 0.3690 -0.3068 2.94 0.19 -0.57
O 1.2957 -1.8827 0.1228 -0.65 0.25 -0.08
H -1.0508 -2.1881 0.5339 0.14 0.62 -0.12
H -2.0295 -0.8850 1.2503 0.07 0.02 -0.10
H -2.1586 -1.2461 -0.4845 0.10 0.08 0.10
H 0.4051 2.0841 -0.8730 -0.38 -1.59 0.42
H -1.2641 1.5135 -0.7144 -0.72 0.63 0.12
H -0.3077 1.9219 0.7612 -0.18 -0.07 -0.14
H 2.4568 0.1036 -0.9226 0.14 -0.53 -0.16
H 2.1999 0.8755 0.4241 -0.66 -0.40 0.41
```
Positions in Å, forces in eV/Å.